1.
DFT (ωB97M-V with the def2-TZVPD basis set) results for the molecule C22H26N4O4 in a non-equilibrium geometry.

Calculated values
Relative energy (zero: lowest compared OMol25 entry of this formula, charge and spin) in eV: 2.607
SMILES: C/C=C\C(=O)Nc1cccc(C2=NO[C@]3(C2)C[C@H](C(N)=O)N(C(=O)/C=C/CC)C3)c1
Kohn-Sham gap in eV: 9.1
HOMO level in hartree: -0.320

Last column: Löwdin charge in e.
Cartesian coordinates (Å):
1 O 0.92 0.39 0.16  -0.0962
2 O 0.86 3.62 3.92  0.0725
3 O 3.27 3.96 -0.93  0.0611
4 O -3.56 -6.42 -2.10  0.0601
5 N -1.73 -5.14 -1.65  0.1211
6 N 1.13 3.10 1.75  0.0013
7 N 3.26 2.02 0.22  0.2037
8 N 0.27 -0.75 -0.19  0.1381
9 C -3.68 -3.73 -1.14  -0.0012
10 C 3.35 5.14 2.13  -0.0942
11 C -1.00 -0.61 -0.14  -0.2208
12 C 2.72 3.18 -0.19  -0.5307
13 C -2.35 -6.29 -2.06  -0.4450
14 C -1.66 -8.56 -2.89  -0.1177
15 C -1.37 -7.34 -2.42  -0.0317
16 C -2.30 -3.93 -1.23  -0.2053
17 C 1.32 3.92 2.83  -0.4498
18 C 3.61 7.67 2.26  -0.1151
19 C -1.43 -2.90 -0.90  0.0373
20 C -3.31 -1.47 -0.38  -0.0354
21 C -4.16 -2.51 -0.71  -0.0635
22 C -1.40 0.78 0.31  -0.0200
23 C -0.02 1.44 0.50  -0.3817
24 C -3.01 -9.13 -3.13  -0.0820
25 C 1.31 3.48 0.37  -0.1800
26 C 2.11 5.15 2.60  -0.0108
27 C 0.24 2.67 -0.38  -0.0131
28 C 4.23 6.32 1.91  -0.2391
29 C 0.28 1.94 1.92  -0.0460
30 C -1.93 -1.67 -0.47  -0.1695
31 H 3.81 4.19 1.87  0.1097
32 H -0.72 -5.13 -1.66  0.1351
33 H -3.79 -8.41 -2.89  0.0599
34 H -0.36 -3.03 -0.96  0.1151
35 H 4.14 1.74 -0.20  0.1228
36 H 2.72 7.84 1.66  0.0750
37 H -5.23 -2.36 -0.64  0.1075
38 H -4.35 -4.53 -1.40  0.0990
39 H -3.71 -0.53 -0.05  0.1055
40 H 1.64 6.05 2.94  0.1144
41 H 0.58 2.37 -1.38  0.1433
42 H 0.79 1.17 2.51  0.1485
43 H -1.97 0.74 1.24  0.1313
44 H -0.67 3.25 -0.48  0.1313
45 H -3.09 -9.42 -4.18  0.0827
46 H -0.84 -9.22 -3.12  0.1045
47 H -3.14 -10.03 -2.53  0.0833
48 H 3.34 7.70 3.31  0.0745
49 H -1.99 1.28 -0.45  0.1311
50 H 5.15 6.18 2.49  0.1141
51 H 2.70 1.31 0.64  0.0873
52 H 1.16 4.55 0.23  0.1574
53 H 4.32 8.47 2.06  0.0699
54 H -0.33 -7.07 -2.30  0.0984
55 H 4.52 6.31 0.85  0.1150
56 H -0.63 2.22 2.46  0.1371



2.
DFT (ωB97M-V with the def2-TZVPD basis set) results for a structure of composition C24H27AsCl2InO2P in a non-equilibrium geometry.

Calculated values
Relative energy (zero: lowest compared OMol25 entry of this formula, charge and spin) in eV: 0.000
Charge: +2
Kohn-Sham gap in eV: 5.1
HOMO level in hartree: -0.528

Last column: Löwdin charge in e.
Cartesian coordinates (Å):
1 In 0.37 1.09 -1.24  -0.0365
2 As 0.04 -0.01 1.20  1.3042
3 Cl 0.57 3.40 -1.11  0.1406
4 Cl 2.26 -0.46 -1.97  0.1429
5 P 0.18 1.06 -3.94  0.7140
6 O -1.44 -1.61 -2.18  0.2643
7 O -3.31 1.47 -1.59  0.1720
8 C 3.62 -0.47 3.44  -0.0399
9 C 0.10 3.76 3.06  -0.0538
10 C -0.29 -1.75 -2.43  -0.1379
11 C 1.70 -0.72 1.98  -0.3643
12 C -1.48 1.45 3.28  -0.0830
13 C 2.32 -0.09 3.05  -0.0777
14 C -1.80 2.60 4.00  -0.0518
15 C 4.26 -1.53 2.77  -0.0404
16 C 0.44 2.62 2.33  -0.1552
17 C -1.02 3.76 3.89  -0.0453
18 C -3.75 -1.88 1.51  -0.0539
19 C -2.14 -3.48 2.37  -0.0479
20 C -2.20 1.24 -1.42  -0.0231
21 C 0.67 -0.18 -5.19  -0.2420
22 C -0.36 1.47 2.43  -0.3828
23 C -3.46 -3.14 2.05  -0.0478
24 C 3.60 -2.22 1.74  -0.0576
25 C 1.28 2.44 -4.39  -0.2527
26 C -1.42 1.64 -4.58  -0.2452
27 C -2.72 -0.96 1.29  -0.1393
28 C 2.32 -1.82 1.35  -0.1536
29 C -1.40 -1.29 1.63  -0.3747
30 C 0.66 -2.77 -2.69  -0.0439
31 C -1.10 -2.55 2.17  -0.0806
32 H -2.68 2.60 4.64  0.1207
33 H -4.26 -3.86 2.21  0.1222
34 H 0.70 0.31 -6.18  0.0762
35 H 1.45 2.47 -5.47  0.0734
36 H -4.77 -1.62 1.27  0.1187
37 H 1.79 -2.36 0.57  0.0756
38 H 1.44 -2.37 -3.36  0.0699
39 H 4.08 -3.06 1.25  0.1147
40 H 4.11 0.05 4.26  0.1209
41 H 1.66 -0.57 -4.95  0.0451
42 H 0.73 4.65 2.97  0.1237
43 H 2.23 2.29 -3.89  0.0509
44 H -1.90 -4.46 2.78  0.1210
45 H -0.05 -1.01 -5.23  0.0549
46 H -1.33 1.87 -5.66  0.0770
47 H -2.93 0.02 0.86  0.0848
48 H -0.07 -2.80 2.42  0.1024
49 H -2.18 0.86 -4.44  0.0527
50 H -1.72 2.55 -4.04  0.0590
51 H 1.19 -3.02 -1.76  0.1194
52 H 0.22 -3.66 -3.14  0.1423
53 H 0.85 3.38 -4.06  0.0398
54 H -1.28 4.66 4.45  0.1228
55 H -2.08 0.55 3.36  0.1001
56 H 1.29 2.63 1.65  0.0791
57 H 5.26 -1.82 3.07  0.1195
58 H 1.79 0.69 3.61  0.1059



3.
DFT (ωB97M-V with the def2-TZVPD basis set) results for a structure of composition C4H14O10PPd in a non-equilibrium geometry.

Calculated values
Charge: -2
Expectation value of S²: 3.76
Kohn-Sham gap (spin up / spin down) in eV: 3.9 / 3.3
HOMO level (spin up / spin down) in hartree: 0.016 / 0.038
Spin multiplicity: 4

Last column: Löwdin charge in e.
Cartesian coordinates (Å):
1 Pd -1.22 0.33 -0.41  1.0482
2 P -2.02 2.44 -2.12  -0.0430
3 O -1.19 -1.42 -1.79  -0.4419
4 O -0.80 -1.50 1.20  -0.1232
5 O -3.30 0.09 0.17  -0.4462
6 O -3.59 2.61 -1.93  -0.4651
7 O -0.50 1.16 1.66  -0.1429
8 O -1.26 2.35 -0.79  -0.4686
9 O -2.12 0.86 -2.36  -0.3385
10 O 3.78 0.40 -1.12  -0.0932
11 O 1.06 0.31 -0.69  -0.1131
12 O -1.40 2.96 -3.40  -0.4674
13 C -0.93 -1.01 2.50  -0.2316
14 C 3.09 -0.77 -1.61  -0.1970
15 C 1.77 -0.91 -0.79  -0.2423
16 C -0.07 0.27 2.71  -0.2002
17 H 1.19 -1.82 -0.93  0.1012
18 H -0.57 -1.82 3.13  0.1140
19 H 2.72 -0.51 -2.61  0.1237
20 H 3.74 -1.64 -1.69  0.1058
21 H 1.01 0.09 2.65  0.1027
22 H -3.46 -0.66 0.77  -0.1159
23 H -1.93 -0.60 2.65  0.1122
24 H -0.35 0.81 3.61  0.1090
25 H 4.25 0.27 -0.29  0.0748
26 H -0.59 -2.44 1.24  0.0948
27 H -0.28 2.08 1.79  0.0950
28 H 2.19 -1.03 0.21  0.0900
29 H -0.93 -1.93 -1.00  -0.1340
30 H 1.71 1.00 -0.74  0.0927



4.
DFT (ωB97M-V with the def2-TZVPD basis set) results for a cluster of 2 separate species, C2HCl2NO in total in a non-equilibrium geometry.

Calculated values
Relative energy (zero: lowest compared OMol25 entry of this formula, charge and spin) in eV: 3.975
Kohn-Sham gap (spin up / spin down) in eV: 7.5 / 7.5
HOMO level (spin up / spin down) in hartree: -0.367 / -0.367

Last column: Löwdin charge in e.
Cartesian coordinates (Å):
1 Cl -0.79 -1.72 -0.29  0.7920
2 Cl -1.73 0.64 1.08  0.8038
3 O 1.31 0.09 1.04  -0.2458
4 N 0.35 1.19 -1.89  0.2427
5 C -0.72 -0.08 -0.03  -1.1949
6 C -0.19 0.66 -1.02  -0.3834
7 H 1.76 -0.78 1.10  -0.0145



5.
DFT (ωB97M-V with the def2-TZVPD basis set) results for a cluster of 16 separate species, C40H104Br16O32P8 in total in a non-equilibrium geometry.

Calculated values
Kohn-Sham gap in eV: 9.9
HOMO level in hartree: -0.362

Last column: Löwdin charge in e.
Cartesian coordinates (Å):
1 Br 4.95 1.12 -5.29  0.6154
2 Br 0.95 7.31 -4.90  0.6336
3 Br -2.05 5.87 -1.55  0.5946
4 Br -5.21 -1.26 -1.67  0.7061
5 Br 4.62 -2.00 -8.64  0.6125
6 Br 3.00 3.16 -3.13  0.6653
7 Br 2.19 4.43 -6.69  0.6073
8 Br -6.06 5.46 5.15  0.6345
9 Br -3.84 -1.30 -6.07  0.5566
10 Br 5.58 -2.28 -3.33  0.7104
11 Br -5.81 4.91 -2.37  0.6222
12 Br -5.22 1.54 7.45  0.6058
13 Br -4.79 3.10 1.81  0.6533
14 Br 1.54 5.99 -1.35  0.6251
15 Br 2.54 -3.89 -0.24  0.7479
16 Br -2.58 2.36 -2.66  0.7156
17 P -5.13 -2.61 3.31  0.3933
18 P -0.98 4.94 4.61  0.3207
19 P -0.88 -5.67 -0.08  0.3831
20 P 5.57 3.20 2.85  0.3863
21 P -0.64 0.80 0.39  0.3503
22 P 0.99 -1.52 5.59  0.3908
23 P 3.77 -6.58 -4.09  0.3638
24 P 0.83 -1.45 -5.12  0.3775
25 O 4.84 2.67 1.51  -0.2584
26 O 4.88 -5.67 -4.72  -0.1978
27 O -2.07 5.01 5.77  -0.2546
28 O -0.45 -4.24 0.52  -0.3046
29 O -3.61 -2.97 3.62  -0.2365
30 O -2.22 0.56 0.44  -0.2365
31 O -5.10 -1.06 3.55  -0.2278
32 O -0.08 0.02 -0.85  -0.2056
33 O -1.37 6.03 3.57  -0.1949
34 O -6.19 -3.30 4.07  -0.2333
35 O 4.53 2.81 3.98  -0.2479
36 O 2.02 -0.64 4.79  -0.2097
37 O 0.08 0.43 1.59  -0.2206
38 O -5.22 -2.75 1.68  -0.2521
39 O -1.39 3.61 3.88  -0.2552
40 O 0.32 -6.63 0.26  -0.2259
41 O 3.61 -7.95 -4.56  -0.2021
42 O 0.43 4.99 5.01  -0.2095
43 O 0.78 -2.74 4.60  -0.1975
44 O 0.75 -1.58 -6.68  -0.2109
45 O 2.19 -1.55 -4.55  -0.2372
46 O 4.17 -6.47 -2.56  -0.2482
47 O -0.18 -0.78 6.11  -0.2461
48 O -1.32 -5.65 -1.46  -0.2059
49 O 6.64 2.03 3.12  -0.2492
50 O 1.94 -2.13 6.76  -0.2312
51 O 5.97 4.63 2.79  -0.2409
52 O -0.13 -2.61 -4.62  -0.1967
53 O 2.53 -5.59 -4.17  -0.2041
54 O -0.52 2.38 0.00  -0.2884
55 O 0.04 -0.09 -4.94  -0.1953
56 O -2.10 -6.05 0.94  -0.2319
57 C -2.97 -7.14 0.59  -0.1054
58 C -0.35 -2.95 -3.28  -0.0953
59 C -0.84 2.33 4.31  -0.0431
60 C 2.87 3.40 -1.20  -0.6846
61 C -4.89 3.37 6.69  -0.6588
62 C -2.91 -0.22 1.43  -0.0995
63 C -2.20 3.99 -3.75  -0.6146
64 C -5.31 -0.93 -3.56  -0.7055
65 C 2.21 -1.28 7.91  -0.0961
66 C 1.01 5.81 -7.41  -0.7130
67 C 4.67 -4.78 -5.78  -0.1234
68 C 0.74 1.16 -4.87  -0.1143
69 C 4.48 -1.21 -6.83  -0.6944
70 C 0.96 -6.79 1.53  -0.0895
71 C -5.41 4.82 -0.44  -0.6588
72 C -3.94 -0.89 -4.09  -0.6862
73 C 4.29 1.33 1.47  -0.0736
74 C -5.79 -3.91 1.07  -0.1049
75 C -2.61 6.68 3.62  -0.1006
76 C -1.22 5.02 -3.18  -0.6240
77 C -6.28 -0.29 3.50  -0.1056
78 C -3.23 -3.06 5.00  -0.0497
79 C 1.45 -5.91 -3.34  -0.1177
80 C 2.29 0.75 4.98  -0.1019
81 C 4.12 -7.63 -1.76  -0.1053
82 C 1.16 7.17 -6.85  -0.6769
83 C -5.35 3.32 -0.08  -0.6513
84 C 7.80 1.93 2.16  -0.0249
85 C 3.05 4.81 -0.76  -0.6004
86 C -0.67 3.38 1.07  -0.0562
87 C -6.17 3.72 6.01  -0.7372
88 C 4.22 -3.72 -1.31  -0.6105
89 C 1.32 0.23 -1.09  -0.0708
90 C -1.76 5.83 6.92  -0.0708
91 C 3.93 -2.86 -2.45  -0.7068
92 C 3.34 3.67 4.24  -0.0573
93 C -1.22 -3.03 0.27  -0.0490
94 C 0.14 -2.47 3.36  -0.0843
95 C 0.94 -2.80 -7.46  -0.0585
96 C 4.60 0.28 -7.00  -0.7249
97 H 1.69 -0.73 -1.44  0.0725
98 H -1.07 5.84 -3.91  -0.0100
99 H -6.21 5.33 0.10  0.0645
100 H -2.67 7.19 4.57  0.0732
101 H 5.53 0.47 -7.63  0.0609
102 H 0.39 -3.31 2.76  0.0642
103 H 2.16 7.64 -6.97  0.0568
104 H -0.26 4.68 -2.79  -0.0260
105 H 1.78 -3.41 -7.28  0.0489
106 H 7.35 1.89 1.21  0.0516
107 H 0.62 -2.69 -2.72  0.1073
108 H -6.25 -3.59 0.11  0.0658
109 H 1.70 -7.60 1.41  0.0909
110 H -1.03 2.13 5.35  0.0938
111 H 0.59 -6.29 -3.94  0.1216
112 H 3.27 -3.25 -3.24  0.0364
113 H 0.31 1.81 -4.14  0.0509
114 H 4.46 0.90 0.50  0.0787
115 H 3.20 3.68 5.37  0.1176
116 H 2.01 1.26 4.05  0.0572
117 H -2.31 6.78 6.80  0.0896
118 H 5.21 -1.70 -6.17  0.0090
119 H -7.12 -0.86 3.96  0.0983
120 H -1.65 3.66 -4.64  0.0534
121 H 1.15 5.90 -8.52  0.0841
122 H 3.47 4.67 3.86  0.0829
123 H 3.75 -4.26 -5.67  0.0631
124 H 0.63 -1.59 2.87  0.0820
125 H 1.80 0.97 -4.81  0.0341
126 H -3.77 0.45 1.70  0.0472
127 H -3.12 4.55 -4.00  0.0408
128 H -3.74 -3.93 5.41  0.0932
129 H -6.44 3.06 5.21  0.0255
130 H 0.00 5.44 -7.18  0.0552
131 H 0.08 -3.42 -7.18  0.0925
132 H 0.31 3.50 1.47  0.0821
133 H 4.57 -4.70 -1.57  0.0352
134 H -2.83 -7.48 -0.41  0.0663
135 H -5.83 -0.01 -3.80  0.0666
136 H -2.63 7.39 2.74  0.1180
137 H 5.50 -4.08 -5.77  0.0570
138 H -3.44 -2.13 5.48  0.0834
139 H -2.13 -3.21 4.95  0.0808
140 H 1.48 -5.91 1.80  0.0422
141 H 8.50 2.80 2.26  0.1103
142 H 1.52 1.04 -1.76  0.0456
143 H -6.58 0.12 2.49  0.0980
144 H -4.42 5.18 -0.25  -0.0284
145 H -2.19 5.31 7.76  0.0831
146 H 3.18 1.38 1.69  0.1003
147 H -1.42 1.65 3.68  0.0864
148 H -1.12 -2.36 -2.88  0.0527
149 H 1.36 -0.73 8.32  0.0857
150 H 3.16 4.83 0.31  0.0625
151 H 0.18 2.25 4.07  0.0451
152 H 1.71 1.20 5.83  0.1128
153 H 4.12 -7.30 -0.74  0.0761
154 H 1.85 0.42 -0.16  0.0691
155 H 4.91 -3.25 -0.65  0.0443
156 H -4.72 4.12 7.53  0.0844
157 H 4.76 -5.37 -6.73  0.1119
158 H 3.20 -8.23 -1.90  0.1020
159 H -4.07 3.42 5.98  0.0434
160 H -6.27 2.82 -0.33  0.0507
161 H 3.69 2.85 -0.77  0.0391
162 H 0.29 -7.21 2.34  0.1129
163 H 3.79 0.81 -7.54  0.0733
164 H -1.19 4.26 0.64  0.0476
165 H 3.10 -0.67 7.64  0.0882
166 H -0.62 -3.95 -3.22  0.0486
167 H 2.48 3.22 3.76  0.0490
168 H -4.64 2.74 -0.66  -0.0166
169 H -2.19 -3.03 0.82  0.0969
170 H -3.38 5.88 3.52  0.0630
171 H 1.88 3.04 -0.86  0.0440
172 H -0.67 -2.24 0.66  0.0404
173 H 2.59 -1.94 8.75  0.1009
174 H 3.32 0.86 5.21  0.0796
175 H 1.05 -2.55 -8.53  0.0991
176 H 1.65 -6.64 -2.58  0.0714
177 H -6.52 -4.37 1.71  0.0720
178 H -5.95 -1.80 -3.91  0.0747
179 H -0.67 6.00 6.92  0.0897
180 H 1.11 -5.10 -2.78  0.0190
181 H -2.67 -7.99 1.27  0.1043
182 H -6.07 0.62 4.10  0.0665
183 H -4.03 -6.93 0.73  0.0751
184 H -1.35 -2.96 -0.84  0.0898
185 H 5.01 -8.23 -1.82  0.0905
186 H 3.44 -1.44 -6.50  0.0266
187 H 3.95 5.18 -1.20  0.0504
188 H 0.56 1.64 -5.77  0.0492
189 H 4.80 0.73 2.20  0.0785
190 H 3.46 -1.91 -2.21  0.0183
191 H 8.25 0.94 2.35  0.0929
192 H -3.37 -1.05 0.92  0.0341
193 H -3.21 -1.63 -3.71  0.0323
194 H -6.94 3.83 6.75  0.0433
195 H -2.29 -0.61 2.24  0.0857
196 H 0.34 7.82 -7.34  0.0968
197 H -1.30 2.92 1.87  0.0583
198 H -3.46 0.08 -3.94  -0.0179
199 H -5.03 -4.69 0.83  0.0849
200 H -0.94 -2.28 3.49  0.0820



6.
DFT (ωB97M-V with the def2-TZVPD basis set) results for the ion C7H17BNO with charge -1 in a non-equilibrium geometry.

Calculated values
Relative energy (zero: lowest compared OMol25 entry of this formula, charge and spin) in eV: 0.000
Charge: -1
Kohn-Sham gap in eV: 6.7
HOMO level in hartree: -0.108

Last column: Löwdin charge in e.
Cartesian coordinates (Å):
1 O -1.73 1.87 -0.54  -0.0983
2 N -0.12 -0.57 0.41  -0.0623
3 C 0.99 -1.45 0.12  -0.3063
4 C 3.13 -0.14 -0.63  -0.2729
5 C -2.76 0.97 -0.52  -0.4152
6 C -2.75 -0.12 0.54  -0.1761
7 C 3.02 0.62 0.69  -0.1339
8 C 1.87 -0.93 -1.03  -0.2051
9 C -3.11 2.38 -0.11  -0.0528
10 B -1.53 -1.21 0.33  -0.5939
11 H -2.72 0.39 1.50  0.0772
12 H 3.33 0.60 -1.41  0.0883
13 H 0.58 -2.40 -0.21  0.0820
14 H 1.60 -1.65 1.00  0.0933
15 H 4.00 -0.80 -0.59  0.0881
16 H 0.03 -0.08 1.28  0.0718
17 H -3.17 0.68 -1.48  0.1253
18 H -2.89 2.70 0.90  0.0837
19 H -3.69 -0.66 0.39  0.0754
20 H 2.88 -0.04 1.53  0.0553
21 H -1.63 -1.74 -0.80  0.0488
22 H 1.24 -0.27 -1.62  0.1012
23 H -3.18 3.21 -0.80  0.0770
24 H -1.69 -2.12 1.18  0.0335
25 H 2.19 1.32 0.68  0.0720
26 H 2.17 -1.75 -1.69  0.0878
27 H 3.94 1.18 0.88  0.0560